a | This record from OMol25 describes a gas-phase ion, C4H11N2 (charge +1). The level of theory is ωB97M-V/def2-TZVPD.

```
17
Properties=species:S:1:pos:R:3:mulliken_charge:R:1
H 1.699 -0.241 1.535 0.443
C -1.529 -0.067 0.750 -0.343
C 1.628 -0.276 0.545 -0.344
C -2.510 0.181 -0.399 -1.102
H -2.279 1.178 -0.884 0.328
H -2.629 -0.545 -1.100 0.367
H 2.057 1.255 -0.831 0.373
H -3.502 0.255 0.077 0.352
N -0.331 0.285 -0.015 -0.220
H 3.270 0.150 -0.953 0.401
N 2.574 0.617 -0.239 -0.374
H -1.441 -1.097 1.168 0.348
H 0.723 -1.003 -1.364 0.296
H -1.630 0.669 1.482 0.297
H 0.158 -1.695 0.098 0.420
H 3.194 1.161 0.428 0.380
C 0.549 -0.826 -0.299 -0.623
```

The lowest unoccupied orbital energy (spin up / spin down) comes out at -4.08 / -4.61 eV. Its spin multiplicity is 1. Its total charge is +1.

***

b | This record from OMol25 describes a gas-phase ion, C4H11N2 (charge +1). The level of theory is ωB97M-V/def2-TZVPD.

```
17
Properties=species:S:1:pos:R:3:mulliken_charge:R:1
H 1.619 2.348 0.621 0.332
H -0.065 2.118 0.673 0.402
C -0.267 -1.514 -0.211 -0.640
H -1.300 -1.733 0.110 0.283
H 0.292 -2.274 0.329 0.411
C -0.112 -0.089 0.249 0.667
H -2.000 0.515 -0.142 0.294
H 1.599 -0.032 1.662 0.410
H 0.834 -1.646 -2.030 0.334
H -0.485 -2.735 -1.933 0.325
N 0.858 1.885 1.112 -0.242
H -0.694 -0.961 -2.352 0.336
C -0.216 -1.702 -1.725 -1.094
H -0.899 1.043 -1.268 0.252
H 0.920 2.187 2.085 0.356
C 0.875 0.391 0.989 -0.790
N -1.057 0.849 -0.287 -0.635
```

The lowest unoccupied orbital energy comes out at -3.34 eV. Its spin multiplicity is 1. Its SMILES is CC/C(N)=C/[NH3+]. Its total charge is +1.

***

Most stable structure: b

***

a | This record from OMol25 describes 2 unconnected molecules or ions with the total composition C4H11N2. The level of theory is ωB97M-V/def2-TZVPD.

```
17
Properties=species:S:1:pos:R:3:mulliken_charge:R:1
H 1.527 0.603 -0.255 0.250
H 2.670 -0.449 0.835 0.296
H -0.590 -2.404 -0.632 0.371
H -3.731 0.780 0.356 0.248
N 3.505 0.995 -0.330 -0.152
H 3.365 1.755 -0.995 0.300
H -2.766 2.373 0.193 0.258
H -0.042 -0.813 -1.076 0.292
C -0.447 -1.396 -0.248 -0.988
H 0.299 -1.471 0.545 0.088
H -2.594 -1.190 -0.356 0.400
C 2.511 0.340 0.112 -0.008
H 4.453 0.828 -0.008 0.289
C -2.774 1.291 0.234 -0.277
H -1.945 -1.110 1.249 0.326
N -1.688 0.661 0.147 -0.372
C -1.755 -0.794 0.230 -0.320
```

The lowest unoccupied orbital energy comes out at -5.64 eV. Its spin multiplicity is 1. Its total charge is +1.

***

b | This record from OMol25 describes a molecular structure, C4H11N2. The level of theory is ωB97M-V/def2-TZVPD.

```
17
Properties=species:S:1:pos:R:3:mulliken_charge:R:1
H 3.253 0.229 0.231 0.272
H -1.502 1.711 -0.135 0.299
H 3.220 -2.211 0.905 0.276
H -3.072 -0.902 -0.413 0.304
H -3.155 0.622 -1.213 0.343
H 0.820 2.213 -0.001 0.356
C -1.138 -0.213 -0.737 -0.065
H -2.782 -0.843 -2.215 0.313
H 1.547 -1.934 1.452 0.226
H 1.384 0.547 0.696 0.364
H 0.085 1.613 1.390 0.408
C -2.604 -0.310 -1.184 -1.174
N 2.396 -0.265 0.753 -0.311
C 2.483 -1.403 1.106 -0.199
H -0.603 -1.117 -0.832 0.373
C -0.780 0.905 -0.228 -0.347
N 0.448 1.358 0.423 -0.439
```

The lowest unoccupied orbital energy comes out at -3.40 eV. Its spin multiplicity is 1. Its total charge is +1.

***

c | This record from OMol25 describes 2 unconnected molecules or ions with the total composition C4H11N2. The level of theory is ωB97M-V/def2-TZVPD.

```
17
Properties=species:S:1:pos:R:3:mulliken_charge:R:1
N -1.520 1.461 -0.905 -0.527
H -1.998 0.527 -1.014 0.344
C 0.254 -1.488 1.490 0.548
H 1.490 -2.827 1.014 0.315
H -0.034 -3.319 0.337 0.342
H 0.925 2.038 -1.584 0.454
H 0.821 0.389 -1.803 0.371
C -0.284 1.029 -0.044 -0.257
C 0.646 -2.434 0.502 -0.748
H 1.934 1.141 -0.647 0.304
H -1.414 1.795 -1.844 0.318
H -0.202 1.812 0.773 0.146
N 0.098 -1.105 2.589 -0.264
H -2.382 1.972 -0.457 0.366
C 0.875 1.116 -1.038 -1.310
H 0.908 -1.940 -0.460 0.211
H -0.116 -0.167 3.089 0.387
```

The lowest unoccupied orbital energy (spin up / spin down) comes out at -4.12 / -4.12 eV. Its spin multiplicity is 1. Its total charge is +1.

***

Most stable structure: a

***

a | This record from OMol25 describes a gas-phase ion, C4H11N2 (charge +1). The level of theory is ωB97M-V/def2-TZVPD.

```
17
Properties=species:S:1:pos:R:3:mulliken_charge:R:1
C 0.193 -0.046 -0.229 0.592
C 0.901 -1.418 -0.086 -1.656
H 1.606 -1.413 0.730 0.433
H 1.465 -1.607 -0.945 0.503
C 0.054 0.678 1.062 -0.757
N 0.982 0.746 -1.259 -0.360
H 2.012 0.366 -0.971 0.459
H -1.263 1.555 -0.479 0.303
N -2.436 0.162 0.421 -0.553
C -1.134 0.732 0.166 -0.012
H 0.126 -2.232 0.049 0.341
H -2.588 -0.140 1.370 0.232
H 0.560 0.611 -2.160 0.313
H 0.930 1.749 -1.138 0.360
H -0.040 0.234 1.977 0.344
H -3.216 0.725 0.151 0.262
H 0.571 1.727 1.156 0.197
```

The lowest unoccupied orbital energy comes out at -3.64 eV. Its spin multiplicity is 1. Its SMILES is C[C@]1([NH3+])C[C@@H]1N. Its total charge is +1.

***

b | This record from OMol25 describes 2 unconnected molecules or ions with the total composition C4H11N2. The level of theory is ωB97M-V/def2-TZVPD.

```
17
Properties=species:S:1:pos:R:3:mulliken_charge:R:1
H 3.981 -0.815 0.282 0.306
C -3.704 0.081 -0.116 -1.039
H -4.064 0.953 -0.666 0.296
N -1.282 -0.353 -0.070 -0.527
H 0.244 -0.425 0.138 0.419
H -1.507 -1.116 -0.712 0.174
H -4.336 -0.016 0.768 0.306
C 3.662 0.181 -0.022 -1.034
H -3.809 -0.805 -0.740 0.298
H 4.072 0.923 0.666 0.314
N 1.363 -0.588 0.186 -0.233
C 2.208 0.325 -0.076 0.313
H 1.813 1.299 -0.361 0.363
H -2.124 1.136 0.976 0.356
H 4.093 0.427 -0.996 0.315
H 1.694 -1.514 0.451 0.242
C -2.305 0.310 0.292 0.130
```

The lowest unoccupied orbital energy comes out at -3.68 eV. Its spin multiplicity is 1. Its total charge is +1.

***

c | This record from OMol25 describes 2 unconnected molecules or ions with the total composition C4H11N2. The level of theory is ωB97M-V/def2-TZVPD.

```
17
Properties=species:S:1:pos:R:3:mulliken_charge:R:1
C 2.157 -0.364 1.093 -0.944
N 1.241 0.016 -0.075 -0.325
H 2.730 -1.223 0.924 0.387
H -1.133 1.470 0.525 0.302
H -1.729 0.630 -1.666 0.236
H -2.539 0.687 1.297 0.273
H 1.500 -0.530 1.903 0.315
H -1.765 -1.339 0.673 0.329
C -2.127 0.119 -0.802 -0.372
C 1.647 0.185 -1.301 -0.284
H 2.990 0.337 1.305 0.331
H 0.923 0.452 -2.012 0.212
H -0.226 -0.537 -0.022 0.420
H -3.189 -0.205 -0.972 0.297
H 2.682 0.068 -1.543 0.297
N -1.337 -0.556 0.170 -0.142
C -1.825 0.787 0.503 -0.332
```

The lowest unoccupied orbital energy comes out at -3.22 eV. Its spin multiplicity is 1. Its total charge is +1.

***

d | This record from OMol25 describes a gas-phase ion, C4H11N2 (charge +1). The level of theory is ωB97M-V/def2-TZVPD.

```
17
Properties=species:S:1:pos:R:3:mulliken_charge:R:1
C 1.566 -1.229 -0.142 0.229
C -1.127 0.882 -0.689 -0.475
H -1.538 -1.235 -0.134 0.340
N 2.735 -1.176 0.462 -0.310
H 3.541 -1.459 -0.074 0.271
H -0.256 1.489 -0.956 0.294
H -0.552 -1.033 -1.515 0.333
H -2.200 2.405 0.574 0.362
H 2.712 -0.905 1.434 0.263
H -0.877 1.667 1.357 0.327
H 1.533 -1.714 -1.117 0.314
C -1.668 1.454 0.630 -1.127
N 0.458 -0.674 0.295 -0.158
H -1.830 1.116 -1.487 0.349
C -0.766 -0.586 -0.538 -0.510
H 0.662 0.199 0.779 0.204
H -2.392 0.799 1.123 0.293
```

The lowest unoccupied orbital energy comes out at -3.97 eV. Its spin multiplicity is 1. Its SMILES is CCCNC=[NH2+]. Its total charge is +1.

***

Most stable structure: d